DFT (the ωB97M-V functional and the def2-TZVPD basis) results for a structure of composition H8LiO4 in a non-equilibrium geometry.

Values from the calculation:
Relative energy (zero: lowest compared OMol25 entry of this formula, charge and spin) = 102.9 kcal/mol
HOMO energy = -15.9 eV
Total charge = +1
Gap between HOMO and LUMO = 12.25 eV
Energy = -313.00772 Ha

XYZ file:
```
13
Properties=species:S:1:pos:R:3:forces:R:3
O -4.53818 -2.26232 -2.01384 1.46 4.73 -4.43
O -4.91831 -4.36714 -1.51735 -0.02 -7.62 -2.54
O -4.22952 -2.68147 0.50131 3.30 1.10 4.26
O -6.30482 -2.88583 -0.30434 -4.46 0.64 0.60
Li -4.81981 -3.10058 -0.82948 -0.18 1.22 1.91
H -6.30456 -2.78644 0.64769 -0.30 -0.06 0.26
H -6.73007 -2.09186 -0.62840 -0.48 0.22 -0.10
H -3.81622 -2.02985 1.06773 0.22 0.27 0.18
H -4.35129 -5.12483 -1.66094 0.19 -0.35 -0.18
H -3.81423 -1.65081 -1.87895 0.32 0.50 -0.12
H -5.70937 -4.56064 -2.02036 -0.41 -0.20 -0.01
H -3.89065 -3.52042 0.81364 0.39 -0.45 0.54
H -4.90544 -2.01593 -2.86275 -0.04 0.00 -0.35
```
Positions in Å, forces in eV/Å.


DFT (the ωB97M-V functional and the def2-TZVPD basis) results for a structure of composition H8MgO8S in a non-equilibrium geometry.

Values from the calculation:
Relative energy (zero: lowest compared OMol25 entry of this formula, charge and spin) = 29.5 kcal/mol
HOMO energy = -7.4 eV
Total charge = 0
Gap between HOMO and LUMO = 6.29 eV
Energy = -1205.09163 Ha

XYZ file:
```
18
Properties=species:S:1:pos:R:3:forces:R:3
S -19.50623 2.32795 -0.32026 -1.97 -4.13 -0.05
Mg -18.39267 4.52889 0.24537 -1.57 -0.11 -1.07
O -17.32663 4.53907 -1.41787 0.89 0.93 -0.64
O -18.27878 2.70215 0.36826 4.87 -1.89 2.94
O -18.91227 6.46289 0.04485 0.15 0.85 -0.21
O -19.96330 3.67473 -0.53592 -3.40 4.77 -1.75
O -16.85091 4.84505 1.34615 1.31 0.74 1.01
O -20.42904 1.61146 0.58493 1.03 0.28 -1.25
O -19.14472 1.70255 -1.58313 -0.43 -0.55 0.05
O -19.35709 4.66970 1.99035 -0.06 0.63 1.12
H -16.93506 3.79420 -1.87403 -0.30 -0.83 0.09
H -17.13716 5.29086 -1.97924 -0.03 0.21 -0.23
H -19.52752 6.88405 0.64512 -0.23 -0.12 0.27
H -18.71549 4.64064 2.70011 -0.21 -0.17 0.44
H -15.92121 4.85897 1.11880 0.23 -0.08 -0.32
H -16.87216 4.53217 2.25053 0.20 -0.32 0.17
H -20.17802 4.91215 2.41872 -0.50 -0.26 -0.21
H -18.79091 7.09917 -0.65988 0.03 0.03 -0.34
```
Positions in Å, forces in eV/Å.


DFT (the ωB97M-V functional and the def2-TZVPD basis) results for a structure of composition H8N2Si2 in a non-equilibrium geometry.

Values from the calculation:
Relative energy (zero: lowest compared OMol25 entry of this formula, charge and spin) = 36.4 kcal/mol
HOMO energy = -9.1 eV
Total charge = 0
Gap between HOMO and LUMO = 10.08 eV
Energy = -693.27404 Ha

XYZ file:
```
12
Properties=species:S:1:pos:R:3:forces:R:3
Si -0.50910 -0.31677 0.14046 -0.84 -3.28 -0.39
Si 1.77447 0.01413 -0.35054 -0.31 2.19 -0.27
N -1.10298 0.04369 -1.43196 0.71 0.28 -0.55
N -1.18994 0.64972 1.34535 0.51 0.56 -0.08
H -1.19893 -1.96204 0.63838 1.48 2.30 -0.72
H -1.64834 0.15868 2.06198 -0.47 -0.69 1.10
H 2.64722 -1.09058 -0.01392 0.46 -0.33 0.00
H 1.81160 0.45989 -1.83268 0.05 -0.73 0.82
H 2.21821 1.37052 0.29377 -0.23 -1.27 -0.20
H -0.45413 0.04893 -2.20318 0.57 0.24 0.27
H -1.93834 -0.22402 -1.88635 -1.38 -0.32 0.34
H -1.82854 1.31151 0.98162 -0.54 1.06 -0.32
```
Positions in Å, forces in eV/Å.


DFT (the ωB97M-V functional and the def2-TZVPD basis) results for a structure of composition H8NaO8S in a non-equilibrium geometry.

Values from the calculation:
Relative energy (zero: lowest compared OMol25 entry of this formula, charge and spin) = 60.4 kcal/mol
HOMO energy = -4.0 eV
Total charge = -1
Gap between HOMO and LUMO = 5.79 eV
Energy = -1167.21546 Ha

XYZ file:
```
18
Properties=species:S:1:pos:R:3:forces:R:3
S -0.55291 -0.49410 2.06733 -0.76 -0.81 4.68
Na 0.11070 -0.07571 -0.53032 1.13 1.63 -0.14
O -2.01538 -0.41488 2.27933 0.12 0.47 -1.17
O 0.02709 -1.10241 3.30865 0.17 1.14 -1.59
O -0.20414 -1.27253 0.89372 -0.26 -2.67 1.26
O 0.78537 0.91240 -2.15239 0.44 0.50 -1.61
O -0.00811 0.89008 1.78495 -6.88 -0.66 6.55
O 1.44628 1.00873 0.45031 8.97 1.00 -6.13
O -0.11543 -1.74108 -1.39824 -0.18 -2.73 -2.86
O -1.57779 0.86602 -0.55857 -2.24 1.44 -1.11
H 0.76543 1.21451 1.09086 -0.43 0.79 0.89
H 0.70655 -1.59580 -1.86673 0.26 -0.24 -0.45
H -2.12654 0.33345 0.01715 -0.34 -0.33 0.77
H 0.33883 0.85104 -2.99683 -0.30 0.05 -0.30
H 1.71390 0.81704 -2.36444 0.40 0.25 0.20
H 0.03366 -2.54118 -0.89442 -0.18 -0.04 0.57
H 2.16196 0.64268 0.96998 0.07 0.06 0.09
H -1.48947 1.70174 -0.10032 0.02 0.14 0.37
```
Positions in Å, forces in eV/Å.